[1]
ORCA calculation (ωB97M-V with the def2-TZVPD basis set) on a 2-piece molecular cluster, C3HO3S overall at a distorted geometry.

The geometry in XYZ format:
```
8
Properties=species:S:1:pos:R:3:forces:R:3:nbo_charge:R:1
C 3.126803 0.013482 -0.345276 0.56 1.60 1.92 0.4625
C -1.921974 0.160505 0.296662 0.10 -0.72 -0.71 0.6991
C -0.410227 0.097282 0.433596 1.94 0.61 -0.35 -0.2688
O -2.761048 0.936199 0.735441 0.60 -0.14 0.27 -0.6904
O 3.198077 -0.783609 -1.119877 0.01 -1.83 -1.83 -0.5445
O -2.004339 -0.797196 -0.534499 -0.17 0.17 0.38 -0.6784
S 0.635150 1.152307 -0.390069 -1.69 -0.74 0.83 -0.1749
H 0.137559 -0.778971 0.924021 -1.35 1.05 -0.50 0.1953
```
Positions in Å, forces in eV/Å.

Results
Energy relative to the best compared isomer or geometry (same formula, charge and spin) ... 24.32 kcal/mol
Molecular weight ... 117.1 g mol⁻¹
Max |F| ... 2.59 eV/Å
Multiplicity ... 1
E ... -20105.114 eV
Charge ... -1
HOMO ... -4.12 eV

[2]
ORCA calculation (ωB97M-V with the def2-TZVPD basis set) on C7H15N as an isolated structure at a distorted geometry.

The geometry in XYZ format:
```
23
Properties=species:S:1:pos:R:3:forces:R:3:nbo_charge:R:1
C -2.730496 -1.178548 0.640862 0.39 -2.29 -0.37 -0.5827
C -1.740832 -0.088270 0.187254 -2.95 -3.86 0.43 -0.1754
C -0.536041 -0.676567 -0.621065 1.13 4.04 -0.61 -0.5107
C 0.813246 -0.427680 0.152177 -0.38 -0.79 -0.44 -0.0394
C 2.054867 -0.061179 -0.488093 -1.04 0.41 -1.46 -0.2295
C 3.421118 -0.360001 0.279069 -1.14 0.33 -0.79 -0.6217
C 1.362235 1.338580 0.028094 0.39 3.28 1.07 -0.6747
N -2.946806 0.874974 -0.716250 5.02 -0.59 -0.33 -0.8449
H -2.091761 -2.104826 0.939303 -1.26 1.29 -0.22 0.1968
H -3.236266 -0.801505 1.540211 -0.22 -0.38 -0.37 0.2067
H -3.511909 -1.523106 -0.188594 1.89 0.97 1.77 0.2328
H -1.466724 0.426042 1.090726 0.68 0.33 0.27 0.2149
H -0.518120 -1.697348 -0.938421 -0.61 -0.80 0.31 0.2501
H -0.631192 -0.066425 -1.565595 0.62 -0.70 0.14 0.1960
H 2.067406 0.089272 -1.651781 0.43 -0.67 1.87 0.1898
H 3.046419 -0.742308 1.229508 0.45 0.20 0.19 0.2381
H 4.232188 0.417552 0.393987 -1.35 -0.44 -0.28 0.2227
H 3.865232 -1.193783 -0.262429 0.07 -0.10 0.03 0.2228
H 1.707854 1.537055 1.059994 0.01 -0.02 -0.70 0.2439
H 0.307255 1.790925 0.028783 1.12 -1.57 -0.37 0.2845
H 1.874046 2.103333 -0.663318 -0.49 -1.22 0.72 0.2604
H -1.788715 1.071541 -0.472141 -3.52 2.40 -1.62 0.3860
H -3.553005 1.272263 -0.002290 0.76 0.18 0.77 0.3336
```
Positions in Å, forces in eV/Å.

Results
Energy relative to the best compared isomer or geometry (same formula, charge and spin) ... 202.00 kcal/mol
Molecular weight ... 113.2 g mol⁻¹
Max |F| ... 5.07 eV/Å
Multiplicity ... 1
E ... -8983.730 eV
HOMO ... -7.85 eV

[3]
ORCA calculation (ωB97M-V with the def2-TZVPD basis set) on a 2-piece molecular cluster, C22H21ClNO4P overall at a distorted geometry.

The geometry in XYZ format:
```
50
Properties=species:S:1:pos:R:3:forces:R:3:nbo_charge:R:1
C -2.142056 0.172599 4.242779 -2.28 -1.20 -0.89 -0.4117
C -3.233196 -0.638144 3.803982 2.60 2.01 0.59 -0.2035
C -3.588692 -0.637281 2.246726 0.02 0.04 -0.27 -0.4925
C -2.455447 0.037441 1.320551 1.06 2.48 -1.95 0.0204
C -2.864666 1.396607 0.637552 4.12 -2.35 -0.50 -0.2080
C -1.824552 2.057899 -0.299968 0.41 -2.35 1.35 -0.1790
C -0.429291 1.423234 -0.559422 -1.08 -1.54 1.29 -0.1212
C 0.020307 0.076236 0.127587 -3.68 1.54 0.59 -0.1127
C -1.050711 -0.575000 1.063864 -0.10 1.25 -0.07 0.0527
C -0.724431 -1.986286 1.788567 -0.72 -0.06 -1.12 -0.4594
C -0.892302 -3.102572 0.605908 0.47 1.13 0.22 -0.4268
C -0.896459 -4.609066 1.155836 -0.28 0.59 -1.32 -0.0790
O -2.303574 -5.019230 1.254576 0.83 0.52 -0.48 -0.7270
C 1.476022 -0.572703 -0.123857 0.69 -0.27 0.93 0.5416
O 2.105201 -1.226857 0.742031 -2.38 2.16 -3.13 -0.5061
C 2.090759 -0.275912 -1.583607 0.30 0.89 -1.76 -0.0675
C 1.623026 1.050108 -2.284187 1.90 -1.95 -1.52 -0.1111
C 2.154637 1.346063 -3.706739 1.13 -2.75 1.25 -0.1605
C 3.126884 0.356783 -4.398588 -1.16 -0.95 3.55 -0.2139
C 3.599878 -0.926384 -3.672270 -2.15 2.01 1.44 -0.1756
C 3.088479 -1.272779 -2.226872 -1.92 3.85 -1.64 -0.3958
P 3.763151 -2.864463 -1.463057 1.74 0.38 -0.06 1.0901
O 4.736791 -2.302957 -0.133466 -0.99 -0.20 -1.97 -0.9493
Cl 2.235234 -4.082956 -0.673247 0.64 1.17 0.02 -0.2858
C 0.618443 2.080589 -1.553192 -0.02 1.28 -0.05 0.5532
O 0.681807 3.319930 -1.762885 -0.27 -4.30 0.38 -0.5466
H -1.986931 1.188549 3.728525 0.57 -2.11 0.35 0.2146
H -1.452144 -0.161553 5.084547 -1.59 1.00 -0.63 0.2173
H -3.778990 -1.249898 4.603748 1.09 0.14 -1.81 0.2272
H -3.687287 -1.724472 1.880855 0.12 1.46 0.79 0.2441
H -4.603799 -0.142059 2.005116 1.61 -0.67 0.36 0.2312
H -3.901432 1.829372 0.863068 1.86 -0.58 -0.56 0.2402
H -2.126402 3.032087 -0.829008 0.79 -1.70 0.86 0.2433
H 0.310078 -2.004860 2.267306 -1.38 0.10 -0.88 0.2527
H -1.495868 -2.251070 2.588067 1.03 0.73 -1.08 0.2314
H -0.070115 -2.865929 -0.151365 -1.10 -0.69 0.99 0.2192
H -1.887721 -2.818639 0.084919 1.45 -0.82 0.78 0.1987
H -0.417122 -5.365482 0.422908 -0.28 1.43 1.21 0.1764
H -0.356590 -4.615077 2.159110 -1.08 -0.35 -1.22 0.1957
H -2.668228 -4.805275 0.360557 0.36 -0.37 1.19 0.4615
H 1.839929 2.272452 -4.306668 0.43 -1.53 1.31 0.2501
H 3.497160 0.549186 -5.456260 -0.61 -0.21 1.67 0.2394
H 4.326342 -1.626854 -4.218598 -1.28 1.11 1.05 0.2436
H 5.551491 -1.979786 -0.601544 -0.87 -0.47 0.66 0.4906
C 0.802575 6.212238 -1.106449 0.00 -0.11 -0.12 -0.7268
C 0.382633 7.353944 -0.288402 0.02 0.12 0.03 0.2899
N 0.052876 8.250547 0.354280 0.12 -0.38 -0.27 -0.3435
H 0.025107 5.448264 -1.160342 0.06 0.21 0.14 0.2714
H 1.031482 6.514546 -2.131165 -0.07 0.15 0.16 0.2503
H 1.697711 5.734863 -0.701786 -0.14 0.14 0.10 0.2565
```
Positions in Å, forces in eV/Å.

Results
Molecular weight ... 429.8 g mol⁻¹
Max |F| ... 4.77 eV/Å
Multiplicity ... 1
E ... -54635.526 eV
HOMO ... -8.94 eV

[4]
ORCA calculation (ωB97M-V with the def2-TZVPD basis set) on C4H6O2 as an isolated structure.

The geometry in XYZ format:
```
12
Properties=species:S:1:pos:R:3:forces:R:3:nbo_charge:R:1
O -1.422850 2.154173 -0.803236 -0.27 -0.22 0.12 -0.6030
C -1.279273 0.996576 -0.340938 -0.03 -0.13 0.06 0.7069
C 0.218667 1.003057 -0.392032 0.22 -0.11 0.04 -0.2180
C 1.061647 -0.746517 0.226085 -0.14 -0.10 0.05 -0.5401
C -0.086827 -1.419370 0.554136 0.11 0.25 -0.08 -0.0600
O -1.999031 0.086403 0.068014 0.42 0.29 -0.20 -0.6461
H 0.651877 1.054784 -1.387240 -0.01 -0.14 0.17 0.2288
H 0.692964 1.663102 0.329647 -0.02 -0.15 -0.09 0.2253
H 1.602877 -1.037311 -0.673816 -0.20 0.15 0.12 0.2348
H 1.666017 -0.316866 1.023799 -0.18 -0.02 -0.14 0.2375
H -0.532651 -1.344975 1.540077 0.07 0.00 -0.16 0.2182
H -0.573418 -2.093057 -0.144495 0.04 0.18 0.09 0.2156
```
Positions in Å, forces in eV/Å.

Results
Energy relative to the best compared isomer or geometry (same formula, charge and spin) ... 88.28 kcal/mol
Molecular weight ... 86.1 g mol⁻¹
Max |F| ... 0.55 eV/Å
Multiplicity ... 1
E ... -8336.633 eV
HOMO (alpha / beta) ... -9.39 / -9.39 eV

[5]
ORCA calculation (ωB97M-V with the def2-TZVPD basis set) on C27H25ClF5GeINO2RhTe as an isolated structure at a distorted geometry.

The geometry in XYZ format:
```
65
Properties=species:S:1:pos:R:3:forces:R:3:nbo_charge:R:1
Rh -0.833025 0.674014 -1.753609 -0.24 0.53 -1.26 0.6948
C 4.344217 -1.425665 2.365767 0.02 -0.06 0.08 -0.1950
C 3.227234 -2.245056 2.400122 -0.06 0.00 0.10 -0.2309
C 2.042081 -1.830071 1.805706 -0.03 0.00 -0.03 -0.1617
C 1.970586 -0.580677 1.199565 -0.46 0.00 -1.04 -0.4522
C 3.093778 0.240552 1.163608 0.16 -0.07 0.11 -0.2129
C 4.278710 -0.184896 1.746202 -0.07 0.13 -0.02 -0.1970
Ge 0.234699 -0.006738 0.408342 -0.20 0.64 5.02 1.4084
C -1.108522 -1.170581 1.597610 0.18 -0.22 -2.66 -0.2478
C -1.051558 -1.163921 2.974289 0.13 0.18 0.19 -0.2530
C -1.905041 -2.008174 3.676082 0.05 0.09 -0.05 -0.1910
C -2.796818 -2.830573 3.000699 -0.08 -0.06 0.05 -0.2119
C -2.842467 -2.823132 1.616223 -0.08 0.06 -0.17 -0.1598
C -1.994509 -1.980843 0.902130 -0.20 -0.30 0.61 -0.2969
C -0.278219 1.594718 1.570346 0.59 -1.00 -1.36 -0.4203
C 0.604471 2.076519 2.527047 -0.12 0.62 0.04 -0.2457
C 0.415720 3.357382 3.037697 0.02 -0.29 0.15 -0.1750
C -0.657575 4.127552 2.612474 0.00 0.14 0.05 -0.2042
C -1.559418 3.624035 1.688271 -0.24 -0.16 -0.07 -0.2212
C -1.375878 2.346870 1.169823 0.08 0.43 0.33 -0.1795
H 5.267003 -1.752519 2.827928 0.01 0.00 -0.02 0.2237
H 3.272983 -3.213383 2.882089 0.02 0.01 0.01 0.2229
H 1.171546 -2.475058 1.832324 0.05 -0.03 -0.02 0.2152
H 3.051559 1.215634 0.702553 0.02 0.03 -0.05 0.2317
H 5.146507 0.461383 1.716894 0.01 -0.02 0.03 0.2257
H -0.361091 -0.520686 3.505393 0.00 0.00 -0.01 0.2399
H -1.867402 -2.015994 4.757345 -0.02 -0.01 0.01 0.2286
H -3.460240 -3.477331 3.559725 0.02 -0.02 0.00 0.2238
H -3.526833 -3.474648 1.085401 -0.04 -0.01 0.06 0.2053
H -2.021719 -1.970595 -0.177378 0.04 -0.08 -0.04 0.1952
H 1.447951 1.487358 2.863000 0.05 0.01 -0.10 0.2223
H 1.119918 3.749212 3.760968 -0.07 0.04 0.04 0.2206
H -0.794410 5.124920 3.009512 0.01 0.01 -0.02 0.2234
H -2.403704 4.223291 1.368612 0.02 0.04 0.04 0.2122
H -2.086261 1.949401 0.449552 0.02 0.00 0.03 0.1730
F 2.276023 3.523179 -2.223666 -0.31 -0.47 0.19 -0.6012
Te 1.844856 1.689717 -2.270622 3.30 2.24 -3.57 3.3170
F 3.699109 1.663400 -1.734159 -0.74 -0.33 0.09 -0.6202
F 2.682748 1.755097 -3.977227 -0.36 -0.30 0.68 -0.5852
F 0.877256 0.278803 -3.409783 -0.28 0.18 1.08 -0.6487
F 0.256685 2.516304 -3.064610 -0.01 -0.32 0.40 -0.6423
O 1.035241 1.783182 -0.656632 -1.42 -1.69 0.04 -1.0468
N 3.920598 -0.804769 -3.296289 -0.08 0.38 -0.03 -0.7264
C 2.986643 -1.175271 -2.453149 -0.19 -0.05 0.41 0.7117
O 2.338598 -0.378132 -1.701420 0.21 -0.20 -0.65 -0.6989
C 2.688586 -2.634039 -2.328217 0.25 -0.03 0.23 -0.6173
I 4.154211 -3.481428 -1.006014 -0.15 0.01 -0.15 0.1879
H 4.184121 0.168754 -3.380123 -0.02 0.06 0.03 0.4515
H 4.401530 -1.473546 -3.873478 -0.02 -0.12 0.05 0.4241
H 2.774642 -3.152235 -3.277709 -0.01 0.00 -0.02 0.2529
H 1.712289 -2.785186 -1.883352 0.01 0.02 0.02 0.2551
Cl -5.908412 -0.018797 0.537976 0.05 -0.02 -0.06 0.1152
C -4.754188 0.107361 -0.712816 0.12 0.19 -0.06 0.0139
C -4.344491 -1.044362 -1.396653 -0.04 -0.14 0.05 -0.1678
C -3.406327 -0.955360 -2.386894 0.27 0.05 -0.02 -0.1476
C -2.846038 0.307366 -2.766017 -0.99 0.11 0.02 -0.2445
C -1.959827 0.415564 -3.843082 0.37 -0.05 0.94 -0.1945
C -3.302216 1.471769 -2.051782 0.32 -0.11 -0.20 -0.1638
C -4.235469 1.358632 -1.046395 -0.18 -0.04 0.23 -0.2319
H -4.780687 -1.998794 -1.135481 0.01 0.01 0.02 0.2459
H -3.104835 -1.836096 -2.940493 -0.01 -0.03 0.04 0.2396
H -1.701553 1.378032 -4.268125 0.12 0.01 0.10 0.2553
H -1.700882 -0.468057 -4.411377 0.16 0.00 0.07 0.2379
H -2.962201 2.450819 -2.372093 -0.02 0.00 0.00 0.2584
H -4.590290 2.235787 -0.522650 0.03 0.00 0.01 0.2597
```
Positions in Å, forces in eV/Å.

Results
Energy relative to the best compared isomer or geometry (same formula, charge and spin) ... 112.90 kcal/mol
Molecular weight ... 956.0 g mol⁻¹
Max |F| ... 5.35 eV/Å
Multiplicity ... 2
E ... -135006.879 eV
Charge ... +1
HOMO (alpha / beta) ... -11.01 / -11.02 eV
<S²> ... 1.178

[6]
ORCA calculation (ωB97M-V with the def2-TZVPD basis set) on C7H16BrO4P2 as an isolated structure.

The geometry in XYZ format:
```
30
Properties=species:S:1:pos:R:3:forces:R:3:nbo_charge:R:1
C -1.668166 0.146459 1.654904 0.07 0.06 -0.06 -0.6273
C -2.641476 -0.845424 0.997486 -0.02 -0.04 0.11 -0.4492
C -3.378920 -0.200558 -0.169395 -0.02 0.11 0.00 -0.5401
Br -4.757636 -1.314191 -0.944438 0.03 -0.04 0.00 0.1156
P -2.232066 0.317793 -1.507775 0.00 0.04 0.06 0.5927
P -2.028647 2.552647 -1.704857 0.05 -0.14 0.02 1.3069
O -0.633234 2.924309 -1.956710 -0.05 0.01 0.00 -0.9949
H -0.640459 -0.196880 1.562870 -0.02 -0.02 0.03 0.2441
H -1.721552 1.148877 1.209251 -0.04 -0.02 0.04 0.1784
H -1.886355 0.275687 2.712800 0.00 0.00 -0.01 0.2516
H -3.413711 -1.160120 1.700646 0.04 -0.01 -0.02 0.2484
H -2.116316 -1.743004 0.670049 -0.02 0.02 -0.03 0.2582
H -3.873750 0.712591 0.171024 -0.04 -0.07 -0.05 0.2538
H -0.925221 -0.163562 -1.320363 -0.05 -0.09 0.03 0.1217
H -2.701208 -0.168422 -2.731010 0.11 -0.05 0.00 0.0938
H -3.011053 2.793508 -2.681119 0.03 0.05 0.00 -0.0267
H -2.647916 2.933197 -0.500355 0.03 0.05 -0.01 -0.0404
C 4.402554 -0.150600 1.194383 -0.01 0.01 0.00 -0.6298
C 3.523523 -0.925833 0.254108 -0.02 -0.04 -0.05 0.0664
C 2.830383 -0.126161 -0.835968 0.02 0.02 0.03 -0.0968
O 1.601650 -0.857350 -1.019205 -0.08 0.14 0.02 -0.5102
C 1.343120 -1.532876 0.124627 0.09 -0.03 -0.07 0.9801
O 0.306680 -2.089960 0.335448 -0.17 0.11 -0.03 -0.6204
O 2.376484 -1.468579 0.963774 0.00 -0.07 -0.02 -0.4776
H 3.866991 0.700473 1.615123 0.00 0.00 0.01 0.2194
H 4.744391 -0.789564 2.006268 0.01 0.00 0.00 0.2427
H 5.278532 0.214587 0.657306 -0.01 0.01 0.01 0.2341
H 4.051499 -1.779069 -0.177729 0.03 0.01 0.03 0.1976
H 3.364325 -0.092566 -1.780477 0.01 -0.03 0.00 0.2192
H 2.587555 0.884592 -0.500669 0.02 0.01 -0.04 0.1885
```
Positions in Å, forces in eV/Å.

Results
Molecular weight ... 306.1 g mol⁻¹
Max |F| ... 0.21 eV/Å
Multiplicity ... 1
E ... -104321.393 eV
Charge ... +1
HOMO ... -14.10 eV

[7]
ORCA calculation (ωB97M-V with the def2-TZVPD basis set) on C7H13MnO7 as an isolated structure at a distorted geometry.

The geometry in XYZ format:
```
28
Properties=species:S:1:pos:R:3:forces:R:3:nbo_charge:R:1
Mn 0.181590 0.229912 -0.195681 0.64 -1.01 -0.35 1.6238
C -2.902602 0.157884 -2.858165 -0.07 -0.44 0.35 -0.7190
C -1.654608 0.282498 -2.018024 0.78 0.13 0.16 0.7595
O -0.652582 -0.426271 -2.269856 -0.23 -0.08 0.01 -0.7474
O -1.634604 1.111045 -1.052103 -0.58 -0.07 0.07 -0.8272
H -2.695736 -0.414906 -3.758373 0.08 0.38 -0.24 0.2202
H -3.331416 1.144565 -3.011743 -0.07 -0.05 -0.27 0.2174
H -3.624962 -0.453141 -2.307732 0.00 0.21 0.17 0.2212
C -0.295043 -3.898723 1.479244 -0.20 0.13 -0.19 -0.7218
C 0.472517 -2.830803 0.698803 0.09 0.42 0.19 0.7858
O -0.090202 -1.673132 0.710610 -0.26 0.27 -0.02 -0.9066
O 1.548647 -3.116597 0.196773 0.17 -0.23 -0.22 -0.6849
H -0.115654 -3.731008 2.542698 -0.03 -0.09 0.03 0.2039
H 0.038809 -4.893142 1.193114 0.05 -0.03 0.08 0.2045
H -1.362857 -3.784980 1.287391 -0.01 -0.06 0.10 0.2040
C 3.921716 1.908619 -0.397315 0.19 0.73 -0.77 -0.7133
C 2.581830 1.241616 -0.380739 -1.16 -0.28 1.30 0.7484
O 1.522364 1.951183 -0.382103 0.22 0.60 -0.47 -0.8248
O 2.487999 0.014489 -0.179087 0.41 -0.27 -0.43 -0.7342
H 4.251668 2.090824 0.623894 0.07 -0.26 0.06 0.2220
H 3.842475 2.887612 -0.876165 -0.05 -0.04 0.03 0.2105
H 4.647102 1.323160 -0.957986 0.08 -0.17 0.27 0.2191
C -1.365228 2.108919 1.869189 -0.35 0.08 -0.51 -0.2529
O -0.516180 0.958487 1.755352 -0.51 0.76 0.83 -0.7502
H -0.874277 2.958848 1.397862 0.07 0.02 0.13 0.1954
H -2.301728 1.932015 1.336980 0.11 -0.09 -0.08 0.1956
H -1.615905 2.318321 2.909910 0.25 0.07 0.05 0.1573
H -0.463125 0.602717 2.643249 0.33 -0.64 -0.25 0.4938
```
Positions in Å, forces in eV/Å.

Results
Energy relative to the best compared isomer or geometry (same formula, charge and spin) ... 8.31 kcal/mol
Molecular weight ... 264.1 g mol⁻¹
Max |F| ... 1.77 eV/Å
Multiplicity ... 6
E ... -53128.031 eV
Charge ... -1
HOMO (alpha / beta) ... -4.76 / -5.08 eV
<S²> ... 8.752